[1]
{
  "formula": "C12H36ClO6",
  "method": "ωB97M-V/def2-TZVPD",
  "total_charge": -1,
  "lumo_energy_ev": 3.21,
  "homo_lumo_gap_ev": 9.926,
  "symbols": ["Cl", "O", "O", "O", "O", "O", "O", "C", "C", "C", "C", "C", "C", "C", "C", "C", "C", "C", "C", "H", "H", "H", "H", "H", "H", "H", "H", "H", "H", "H", "H", "H", "H", "H", "H", "H", "H", "H", "H", "H", "H", "H", "H", "H", "H", "H", "H", "H", "H", "H", "H", "H", "H", "H", "H"],
  "xyz": [[0.45623, 0.26068, -0.25906], [-0.20315, -1.11591, 2.71626], [2.64195, -1.90727, -1.61925], [0.68140, 3.00870, 1.42148], [1.76799, 2.01911, -2.79979], [-2.47136, 1.79262, -0.06186], [-1.30721, -1.30190, -2.41697], [0.15757, -3.32964, 3.53251], [4.59466, -2.29338, -2.87827], [-2.60021, -1.63333, -1.92608], [0.79401, 2.80086, -3.45801], [-0.16920, 3.46463, -2.48141], [1.37531, 2.73683, 2.62584], [0.52894, -2.31181, 2.48035], [3.25403, -1.59624, -2.85449], [0.46586, 2.28185, 3.74645], [-3.64453, 0.31955, 1.46846], [-2.67359, 1.47039, 1.31635], [-2.51278, -2.67153, -0.82229], [0.58219, 2.16922, 0.93984], [-3.08608, 2.37632, 1.77711], [-3.34876, -0.52776, 0.85398], [2.66840, -1.93074, -3.71891], [1.59992, -2.08268, 2.51313], [-3.18977, -2.03756, -2.75209], [0.37154, -2.97317, 4.54323], [-1.70537, 1.31991, 1.79853], [-0.77447, 4.22838, -2.97375], [1.92993, 3.64380, 2.88972], [5.23607, -1.98672, -2.04836], [-3.64661, -0.01816, 2.51099], [0.73560, -4.24299, 3.37031], [4.44104, -3.36655, -2.71797], [-4.65224, 0.65057, 1.22053], [-0.40085, 2.95199, 3.81151], [5.13915, -2.15093, -3.81192], [1.87259, -1.33668, -1.48485], [-0.82012, 2.74549, -1.98727], [0.42217, 3.94698, -1.69846], [-1.94396, -3.53046, -1.18363], [-0.91157, -3.54623, 3.51365], [-3.08685, -0.71252, -1.58467], [1.34707, 3.58641, -3.97506], [0.04611, 1.28794, 3.58724], [0.96911, 2.33176, 4.71590], [-1.56151, 1.54029, -0.28114], [-0.91205, -0.73342, -1.73097], [3.37634, -0.50767, -2.89240], [-3.49863, -3.04032, -0.51330], [1.33626, 1.44703, -2.14506], [-0.34494, -0.68036, 1.86549], [0.31197, -2.70009, 1.48098], [0.23006, 2.18939, -4.17242], [-2.03510, -2.29427, 0.08484], [2.16745, 1.98957, 2.46504]],
  "forces_ev_per_a": [[-0.18, 0.03, 0.01], [-0.30, -0.14, 0.09], [-0.16, -0.42, -0.04], [0.04, -0.10, 0.18], [0.19, -0.15, -0.01], [0.03, -0.10, 0.11], [-0.36, 0.02, 0.06], [0.09, -0.08, 0.22], [0.23, -0.48, 0.35], [0.23, 0.17, 0.10], [-0.32, 0.07, 0.42], [0.37, 0.09, 0.19], [0.56, -0.20, -0.23], [-0.05, 0.34, -0.04], [0.27, 0.44, 0.32], [-0.64, 0.45, 0.21], [0.24, -0.01, 0.59], [0.06, 0.73, -0.44], [-0.25, -0.31, 0.24], [0.04, 0.06, -0.09], [-0.06, -0.12, 0.11], [-0.06, 0.01, -0.11], [-0.19, 0.08, 0.09], [0.03, -0.13, 0.00], [0.11, 0.05, -0.11], [0.13, 0.12, -0.09], [-0.07, -0.35, 0.02], [-0.08, -0.08, -0.04], [-0.31, 0.12, 0.11], [-0.10, 0.27, -0.07], [-0.07, 0.01, -0.05], [-0.15, -0.06, 0.04], [-0.04, 0.04, -0.22], [-0.04, -0.14, -0.19], [0.16, 0.08, -0.04], [-0.09, 0.06, -0.06], [-0.01, 0.07, 0.13], [-0.08, -0.03, -0.12], [-0.09, 0.05, 0.00], [0.06, 0.04, 0.04], [0.03, -0.10, -0.19], [-0.17, -0.13, 0.08], [-0.01, -0.12, -0.26], [0.32, -0.13, -0.02], [0.08, -0.21, -0.05], [-0.03, -0.13, -0.01], [0.30, -0.10, -0.18], [0.05, -0.04, -0.39], [-0.02, 0.12, -0.14], [-0.04, 0.06, 0.07], [0.26, 0.14, -0.16], [0.01, -0.01, 0.01], [0.09, 0.10, -0.18], [0.16, 0.11, -0.15], [-0.20, -0.06, -0.11]],
  "nbo_charge": [-0.890, -0.762, -0.748, -0.755, -0.751, -0.764, -0.755, -0.621, -0.621, -0.068, -0.052, -0.638, -0.059, -0.059, -0.063, -0.643, -0.631, -0.064, -0.637, 0.498, 0.154, 0.211, 0.148, 0.159, 0.156, 0.200, 0.176, 0.195, 0.153, 0.204, 0.203, 0.199, 0.200, 0.197, 0.199, 0.196, 0.501, 0.215, 0.217, 0.208, 0.203, 0.171, 0.155, 0.228, 0.193, 0.496, 0.495, 0.173, 0.193, 0.495, 0.500, 0.172, 0.148, 0.209, 0.160]
}



[2]
{
  "formula": "C12H36CrO7",
  "method": "ωB97M-V/def2-TZVPD",
  "total_charge": 0,
  "lumo_energy_ev": [0.47, 0.46],
  "homo_lumo_gap_ev": [7.477, 7.731],
  "multiplicity": 5,
  "s2": 6.01,
  "symbols": ["Cr", "O", "O", "O", "O", "O", "O", "O", "C", "C", "C", "C", "C", "C", "C", "C", "C", "C", "C", "C", "H", "H", "H", "H", "H", "H", "H", "H", "H", "H", "H", "H", "H", "H", "H", "H", "H", "H", "H", "H", "H", "H", "H", "H", "H", "H", "H", "H", "H", "H", "H", "H", "H", "H", "H", "H"],
  "xyz": [[-12.30714, -2.26634, 7.34112], [-13.65090, 0.67186, 5.55983], [-10.88956, -3.94961, 6.97602], [-13.58400, -0.39668, 8.02631], [-12.53060, -1.66478, 5.40456], [-10.38367, -0.75658, 7.54352], [-12.20418, -3.05699, 9.41896], [-14.16332, -3.36273, 6.97579], [-9.76716, 1.51301, 7.69520], [-10.20082, 0.27421, 8.43907], [-14.89061, -0.41141, 8.56391], [-9.07135, -3.85392, 5.58789], [-15.26311, -5.36740, 7.53228], [-13.85154, -4.01036, 11.04280], [-14.67003, 0.84057, 4.61076], [-14.29616, 1.66963, 3.33008], [-12.53910, -3.12529, 10.72541], [-10.42552, -4.57858, 5.80730], [-14.15029, -4.75133, 6.81934], [-14.94583, 0.53111, 9.67301], [-8.83267, 1.41509, 7.14273], [-15.01762, -3.04204, 6.67758], [-12.65734, -2.15011, 11.19779], [-13.74756, -4.15818, 12.11772], [-15.54847, 1.31630, 5.04679], [-11.69450, -3.52749, 11.28488], [-15.96736, 0.80253, 9.93929], [-13.23822, -5.27119, 7.11253], [-9.57406, 0.03431, 9.29797], [-14.92687, -0.16887, 4.28955], [-10.43926, -4.32899, 7.73425], [-9.00570, -2.80342, 5.87118], [-9.52071, -0.84990, 7.13341], [-9.75624, 2.31410, 8.43429], [-14.79248, -3.53524, 10.76533], [-15.14688, -5.29922, 8.61392], [-15.25956, -6.43837, 7.32954], [-15.51910, -0.10042, 7.72940], [-13.82537, -5.01370, 10.61768], [-13.26365, -0.20495, 5.50645], [-8.55316, -4.22358, 4.70306], [-15.01862, 1.57765, 2.51909], [-11.19769, -4.55329, 5.03839], [-10.52124, 1.84769, 6.98283], [-14.33958, 0.18807, 10.51140], [-14.30452, -4.89268, 5.74961], [-16.18502, -4.84574, 7.27528], [-14.47174, 1.47498, 9.40389], [-13.46402, 0.28884, 7.36505], [-8.30651, -4.25868, 6.25069], [-11.16927, 0.48586, 8.89231], [-12.13950, -2.17572, 4.66937], [-10.34697, -5.63704, 6.05547], [-15.29215, -1.38530, 8.84390], [-13.39001, 1.20847, 2.93728], [-14.01763, 2.71490, 3.46400]],
  "forces_ev_per_a": [[-0.11, 0.15, 1.31], [-0.33, 2.31, 0.54], [-1.43, 0.21, 0.73], [1.40, -1.92, 0.68], [0.58, -0.80, 0.27], [0.14, -1.56, -0.56], [0.33, 0.47, -2.76], [0.50, 0.67, 0.94], [-0.42, 0.75, 0.43], [-0.91, 1.66, 0.85], [-0.56, 0.24, -1.88], [0.93, -2.12, -0.39], [-0.89, -0.76, 1.32], [1.85, 0.77, 0.37], [-0.17, 0.28, -1.15], [1.04, -1.00, 0.43], [-1.17, -0.89, -0.31], [1.26, 0.64, 0.62], [0.02, -0.62, -1.45], [0.06, 1.57, 1.29], [0.22, 0.03, 0.29], [0.08, 0.24, -0.11], [-0.56, 0.59, 0.15], [-0.70, 0.02, 0.29], [-0.03, -0.12, 0.39], [0.14, -0.67, 0.44], [-0.03, -0.32, 0.40], [0.42, 0.93, 0.09], [0.49, -0.26, -0.18], [-0.44, 0.01, -0.29], [-0.24, 0.20, 0.44], [-0.70, 0.08, -0.99], [-0.12, -0.50, -0.49], [0.65, 0.24, -0.06], [0.08, 0.17, 0.09], [0.10, 0.27, 0.06], [-0.55, -0.01, -0.29], [-0.51, 0.24, 0.03], [0.28, 0.08, -0.35], [0.69, -1.35, -0.85], [-0.36, 1.02, -0.88], [-0.36, 0.05, 0.30], [0.23, 0.70, -0.15], [-0.15, -0.39, -0.14], [-0.39, -0.23, 0.25], [0.29, -0.56, -0.30], [-0.34, -0.49, -0.11], [-0.02, 0.12, -0.33], [-0.62, 0.48, -0.52], [-0.38, -0.43, 0.95], [-0.18, -0.12, -0.06], [-0.37, 0.61, 0.70], [0.59, -0.19, -0.35], [0.87, -0.41, 0.01], [0.17, -0.08, -0.11], [-0.39, 0.03, 0.44]],
  "nbo_charge": [1.411, -0.793, -0.750, -0.778, -1.211, -0.720, -0.979, -0.728, -0.636, -0.066, -0.061, -0.650, -0.623, -0.645, -0.048, -0.639, 0.007, -0.061, -0.063, -0.626, 0.197, 0.488, 0.110, 0.194, 0.155, 0.118, 0.211, 0.197, 0.164, 0.163, 0.504, 0.221, 0.473, 0.214, 0.187, 0.226, 0.215, 0.163, 0.187, 0.518, 0.219, 0.206, 0.188, 0.222, 0.219, 0.155, 0.193, 0.206, 0.518, 0.210, 0.190, 0.457, 0.176, 0.184, 0.206, 0.206]
}



| no. | calculated total energy (hartree) |
| --- | --- |
| 1 | -1390.52135 |
| 2 | -2049.86485 |